7
Properties=species:S:1:pos:R:3 method="wB97M-V/def2-TZVPD" homo_lumo_gap_ev="7.739 / 7.487" lumo_ev="-1.37 / -1.44" max_force_ha_per_bohr=0.077 e_homo_ha="-0.335 / -0.328" relative_energy_kcal_mol=124.60 total_charge=0
C -0.129 1.346 -0.366
C 1.254 1.017 -0.066
O -0.769 2.087 -4.222
O 0.055 0.274 0.207
S 0.348 1.712 -3.372
H 2.062 0.675 -0.727
H 1.601 1.506 0.807

8
Properties=species:S:1:pos:R:3 method="wB97M-V/def2-TZVPD" homo_lumo_gap_ev=9.364 lumo_ev=-0.81 max_force_ha_per_bohr=0.099 smiles="O=C(S)C(=O)S" e_homo_ha=-0.374 relative_energy_kcal_mol=30.06 total_charge=0
O 1.234 0.962 0.991
C 0.569 0.547 0.034
S 0.950 0.929 -1.891
C -0.707 -0.184 0.272
O -1.553 -0.037 -0.501
S -0.772 -1.478 1.574
H 2.404 1.164 -1.858
H -1.871 -1.955 1.164

7
Properties=species:S:1:pos:R:3 method="wB97M-V/def2-TZVPD" homo_lumo_gap_ev="8.169 / 7.625" lumo_ev="-5.58 / -5.28" multiplicity=7 max_force_ha_per_bohr=0.127 e_homo_ha="-0.505 / -0.474" relative_energy_kcal_mol=0.00 total_charge=+1
H 1.058 0.700 -0.982
O 0.384 0.354 1.172
C 0.749 -0.085 -0.084
C -0.342 -0.303 -1.067
O -1.524 -0.100 -0.586
H 1.468 -0.931 -0.135
Tb -1.793 0.365 1.683

7
Properties=species:S:1:pos:R:3 method="wB97M-V/def2-TZVPD" homo_lumo_gap_ev="6.275 / 7.491" lumo_ev="0.46 / -2.54" multiplicity=3 max_force_ha_per_bohr=0.345 e_homo_ha="-0.214 / -0.369" relative_energy_kcal_mol=144.48 total_charge=0
C -0.644 0.879 0.226
C 0.164 -0.143 0.107
O -1.787 0.046 0.082
O -0.866 -1.068 -0.119
O 1.670 -0.471 0.076
H -0.533 1.895 0.241
H 1.995 -1.138 -0.613

8
Properties=species:S:1:pos:R:3 method="wB97M-V/def2-TZVPD" homo_lumo_gap_ev="8.382 / 8.380" lumo_ev="-0.80 / -0.80" max_force_ha_per_bohr=0.138 e_homo_ha="-0.337 / -0.337" relative_energy_kcal_mol=88.45 total_charge=0
C 0.725 0.478 0.374
C 1.945 0.248 -0.644
O -2.769 -0.698 1.585
O -1.528 -1.038 -0.446
O -0.120 1.193 0.796
S -2.321 -0.161 0.362
H 2.606 -0.580 -0.508
H 1.460 0.558 -1.519

8
Properties=species:S:1:pos:R:3 method="wB97M-V/def2-TZVPD" homo_lumo_gap_ev=8.436 lumo_ev=-0.80 max_force_ha_per_bohr=0.034 smiles="O=C(O)C(O)=S" e_homo_ha=-0.339 relative_energy_kcal_mol=14.61 total_charge=0
O -2.027 0.478 -0.205
C -1.019 -0.186 -0.041
O -1.002 -1.493 0.135
C 0.390 0.410 0.071
O 0.272 1.694 0.136
S 1.775 -0.426 -0.077
H -1.875 -1.816 0.325
H -0.702 1.857 0.205

8
Properties=species:S:1:pos:R:3 method="wB97M-V/def2-TZVPD" homo_lumo_gap_ev="8.090 / 8.090" lumo_ev="-1.73 / -1.73" max_force_ha_per_bohr=0.078 smiles="O=S(=O)=C1CO1" e_homo_ha="-0.361 / -0.361" relative_energy_kcal_mol=122.61 total_charge=0
O 2.418 0.739 -0.286
S 1.529 -0.336 -0.291
O 1.980 -1.582 0.203
C -0.037 0.080 0.499
C -1.459 0.135 -0.008
O -0.631 1.299 0.137
H -1.650 -0.247 -0.945
H -2.151 -0.088 0.690

8
Properties=species:S:1:pos:R:3 method="wB97M-V/def2-TZVPD" homo_lumo_gap_ev="5.867 / 8.762" lumo_ev="0.53 / -3.22" multiplicity=3 max_force_ha_per_bohr=0.208 e_homo_ha="-0.196 / -0.440" relative_energy_kcal_mol=6.77 total_charge=0
C -2.395 -0.104 0.292
C 1.273 -0.362 -0.120
O -3.313 -0.163 0.957
O 0.894 -0.599 0.974
O -1.437 0.087 -0.354
O 1.652 0.763 -0.775
H 1.639 -1.176 -0.793
H 1.686 1.553 -0.181